17
Properties=species:S:1:pos:R:3 method="wB97M-V/def2-TZVPD" multiplicity=2 charge=-1 lumo_energy_ev="3.0665 / 3.0407"
C 1.0666 0.1845 -3.3498
C 1.4044 -0.4573 1.6567
C 0.7294 -0.2707 0.4678
O -0.6450 -0.5313 0.4653
C 1.2715 0.0309 -0.8068
C 0.4859 0.1796 -1.9622
H 0.9389 -0.7358 -3.9384
H 0.7369 1.0392 -3.9524
H 2.1593 0.3196 -3.2874
H 0.9077 -0.5019 2.6131
H 2.4754 -0.5508 1.6436
H -0.8382 -1.2111 1.1165
H 2.2679 0.4564 -0.7823
H -0.5362 -0.1916 -1.9474
H -3.4802 0.7994 3.5978
H -4.8873 0.5058 4.1069
O -4.0571 0.9349 4.3589

22
Properties=species:S:1:pos:R:3 method="wB97M-V/def2-TZVPD" charge=+1 lumo_energy_ev=-2.7829
C 1.3317 1.9974 -2.4556
O 1.7053 0.6762 -1.9825
H 2.6412 0.5237 -2.1238
H 1.6533 2.0409 -3.4944
H 1.7820 2.7857 -1.8612
H 0.2465 2.0199 -2.4506
C -1.3539 0.1143 0.2992
C -2.8180 0.2079 0.6455
C 0.5528 -1.1354 1.2374
N -0.7536 -0.9711 1.0755
N 1.4069 -0.4555 0.5090
N 1.0060 -2.1532 2.0244
H -1.2800 -0.1445 -0.7541
H -0.8269 1.0411 0.5259
H -3.3349 1.0347 0.1698
H -2.9713 0.3041 1.7210
H -1.3648 -1.4681 1.7057
H 1.1320 0.2250 -0.2081
H 2.3881 -0.6697 0.5832
H 0.5586 -2.4421 2.8771
H 1.6349 -2.8286 1.6192
H -3.3359 -0.7028 0.3373

18
Properties=species:S:1:pos:R:3 method="wB97M-V/def2-TZVPD" charge=0 lumo_energy_ev=-1.5298
C 1.2738 1.8823 -0.8110
N 1.2758 1.6838 0.6444
C 1.7723 0.4332 1.2240
C 0.7778 -0.3048 2.1570
C -0.6378 -0.2097 1.6595
S -0.9783 -0.8743 -0.0464
S -1.3253 -0.8851 -2.1812
H 2.1092 1.2563 -1.0712
H 1.5727 2.9219 -1.0757
H 0.3281 1.6439 -1.2613
H 0.4166 2.0895 1.0025
H 2.6726 0.6252 1.8131
H 2.0769 -0.0946 0.3237
H 1.0477 -1.3611 2.2027
H 0.9433 0.2094 3.1206
H -1.1535 -0.8268 2.4683
H -0.9691 0.8643 1.5479
H -0.0576 -1.1213 -2.5386

255
Properties=species:S:1:pos:R:3 method="wB97M-V/def2-TZVPD" charge=0 lumo_energy_ev=0.5031
C -1.0311 0.9984 9.7658
C 0.0245 0.6912 8.7081
C -0.5873 0.8766 7.2958
O -1.5733 -0.0946 7.0447
C -1.1437 -1.3430 6.5829
N 1.2190 1.5838 8.9044
H -1.3596 2.0379 9.7206
H -0.6157 0.9408 10.7809
H -1.8789 0.3305 9.7166
H 0.1965 -0.3827 8.6511
H 0.1958 0.9638 6.4643
H -1.0308 1.8594 7.2121
H -2.0277 -2.0296 6.6204
H -0.3442 -1.7434 7.2138
H -0.7295 -1.2465 5.5530
H 1.7183 1.4102 9.7775
H 1.8464 1.4051 8.1282
C 1.7627 -2.9714 -4.1193
C 3.1625 -2.2604 -3.8794
C 3.8893 -2.1050 -5.2024
O 4.3351 -3.3916 -5.6796
C 5.0546 -3.3121 -6.9101
N 2.9220 -0.8939 -3.3056
H 1.8133 -3.9858 -4.4134
H 1.2296 -2.3669 -4.8701
H 1.0953 -2.8369 -3.2693
H 3.7637 -2.7903 -3.1729
H 4.7428 -1.4707 -5.1777
H 3.1792 -1.6556 -5.9271
H 5.4389 -4.3367 -7.1659
H 5.9205 -2.7120 -6.7409
H 4.4548 -2.9824 -7.7095
H 3.8371 -0.4696 -3.0741
H 2.4710 -1.0633 -2.4190
C -1.9916 -6.7353 1.9658
C -2.3871 -5.3688 2.5165
C -3.7627 -5.0650 1.9851
O -3.8559 -4.9566 0.5814
C -3.8372 -3.6034 0.0927
N -2.4549 -5.2202 3.9280
H -2.0491 -6.7488 0.8553
H -2.5760 -7.5732 2.3860
H -0.9858 -7.0560 2.1662
H -1.7489 -4.6279 1.9847
H -4.0348 -4.1012 2.4956
H -4.4672 -5.7394 2.4656
H -4.2198 -3.5766 -0.9355
H -2.8405 -3.2015 0.0850
H -4.5292 -3.0348 0.7187
H -3.1225 -5.7963 4.3505
H -1.5796 -5.5220 4.3642
C -0.0305 5.3238 -5.4690
C 1.0901 6.1655 -4.9348
C 2.4291 5.4873 -5.3317
O 2.7723 4.4457 -4.5078
C 3.4521 3.4334 -5.2235
N 0.9601 7.5301 -5.4696
H 0.2393 4.3089 -5.2816
H -0.0468 5.5265 -6.6013
H -1.0299 5.5763 -5.1104
H 1.0582 6.0706 -3.8379
H 3.2650 6.1421 -5.5173
H 2.1701 5.1523 -6.3541
H 4.4851 3.4086 -4.9641
H 3.3822 3.6431 -6.2864
H 2.9260 2.4743 -5.0176
H 0.0607 7.9305 -5.2390
H 1.6335 8.0638 -4.8732
C 1.2658 6.8172 1.9149
C 1.3032 5.9455 0.6133
C 0.1226 6.1790 -0.2908
O 0.3751 5.5743 -1.6032
C 0.4109 4.1745 -1.5942
N 2.5566 6.1967 -0.0661
H 1.2084 7.8440 1.5488
H 2.1983 6.5677 2.4153
H 0.3831 6.6890 2.4869
H 1.3437 4.9013 0.9333
H -0.0008 7.2419 -0.5674
H -0.8489 5.7410 0.0751
H 0.4135 3.8688 -2.6422
H -0.4648 3.7998 -1.0691
H 1.3396 3.9036 -1.1332
H 2.5652 5.7047 -0.9379
H 2.7627 7.1970 -0.1588
C -3.1217 3.5065 -6.5915
C -3.3592 2.1352 -5.9244
C -2.0559 1.7403 -5.1824
O -0.9779 1.8202 -6.0922
C 0.2963 1.6091 -5.4772
N -4.5130 2.0145 -5.0199
H -2.6981 4.2938 -5.9747
H -4.0840 3.8808 -6.9453
H -2.4797 3.3296 -7.4391
H -3.5046 1.3564 -6.7207
H -2.0552 0.7044 -4.7533
H -1.9266 2.4340 -4.3805
H 1.1133 1.7342 -6.1985
H 0.3316 0.6424 -4.9801
H 0.4586 2.2823 -4.6242
H -5.3324 2.1394 -5.6545
H -4.6321 2.8331 -4.3672
C -6.7815 -1.8087 -1.7819
C -5.6553 -1.1946 -2.5474
C -5.1625 -2.1197 -3.6299
O -5.2298 -3.4581 -3.2328
C -5.0693 -4.3263 -4.3502
N -6.0753 0.1165 -3.0191
H -6.9909 -1.1004 -0.9908
H -6.4347 -2.7006 -1.3108
H -7.6699 -1.9748 -2.4185
H -4.7749 -1.0131 -1.8666
H -4.2273 -1.8260 -4.0915
H -5.9344 -1.9860 -4.4493
H -5.9923 -4.0993 -4.9984
H -5.0521 -5.3252 -3.9064
H -4.1432 -4.0828 -4.8828
H -6.8602 -0.0301 -3.6159
H -5.3243 0.6553 -3.5307
C -1.4432 -4.3080 -2.7003
C -0.4470 -5.4763 -2.4317
C 0.3151 -5.2052 -1.1345
O 1.2679 -6.2164 -0.7797
C 2.3218 -6.3098 -1.7192
N -1.1696 -6.7123 -2.4457
H -2.4132 -4.4514 -2.1802
H -1.7074 -4.4254 -3.7710
H -1.0545 -3.3380 -2.5129
H 0.2564 -5.4501 -3.2561
H -0.4128 -5.1208 -0.3467
H 0.8681 -4.2657 -1.2352
H 3.0946 -6.9364 -1.2030
H 2.6924 -5.3577 -2.1147
H 2.0090 -6.8012 -2.6098
H -1.9374 -6.7505 -1.8247
H -0.4982 -7.4588 -2.2807
C -3.8708 -1.0071 2.8125
C -3.0889 -0.2718 3.9091
C -2.7575 1.2146 3.5464
O -2.1032 1.1988 2.3002
C -1.4562 2.4376 1.9267
N -4.0033 -0.3640 5.0849
H -4.0808 -2.0177 3.2045
H -3.3955 -1.0884 1.8497
H -4.8469 -0.5057 2.6001
H -2.2049 -0.8515 4.1543
H -2.1804 1.6900 4.3273
H -3.7046 1.7965 3.4913
H -2.1419 3.2580 2.1126
H -1.3062 2.4509 0.8900
H -0.5304 2.5616 2.5303
H -3.6865 0.1508 5.9134
H -4.9602 -0.0374 4.8973
C 7.2254 -1.4920 0.0211
C 7.0604 -1.7908 -1.5293
C 6.4690 -3.1456 -1.6746
O 7.3905 -4.1271 -1.1445
C 6.8595 -5.4597 -1.0902
N 6.1902 -0.8753 -2.2741
H 7.7680 -0.5434 0.1193
H 7.7928 -2.2976 0.4338
H 6.3297 -1.3578 0.6425
H 8.0084 -1.9811 -1.8609
H 6.1672 -3.4117 -2.6756
H 5.5312 -3.1547 -1.0688
H 6.9277 -5.8790 -2.1024
H 5.7826 -5.4506 -0.7657
H 7.4895 -5.9766 -0.4086
H 6.1760 -1.2282 -3.2124
H 6.5915 0.0815 -2.3112
C 2.9768 1.5229 0.0032
C 2.8410 2.2087 1.3679
C 2.4941 1.2313 2.4670
O 3.4533 0.1930 2.4932
C 3.4383 -0.4196 3.7368
N 4.0183 2.9862 1.7085
H 3.5444 2.1528 -0.6750
H 2.1111 1.2882 -0.5753
H 3.6384 0.6493 0.1081
H 2.0171 2.9190 1.3615
H 1.5306 0.7787 2.3130
H 2.5152 1.7769 3.3635
H 3.9381 0.1984 4.4647
H 3.9992 -1.3291 3.6129
H 2.4433 -0.7151 4.0828
H 4.9222 2.5114 1.5510
H 4.1225 3.8999 1.2639
C 0.6355 4.0485 4.3467
C 1.5714 4.5618 5.3953
C 0.9506 4.4954 6.7363
O 1.8312 4.6277 7.8216
C 1.1664 5.0437 8.9977
N 2.7084 3.7239 5.4162
H 0.3697 3.0604 4.7450
H 1.0656 3.9726 3.3426
H -0.2413 4.7088 4.2460
H 1.6780 5.6099 5.1093
H 0.4553 3.4946 6.8062
H 0.1421 5.2780 6.7670
H 0.4060 5.8377 8.7802
H 1.8316 5.3890 9.7586
H 0.5460 4.2120 9.4294
H 3.2351 3.7138 4.5777
H 3.3314 3.8748 6.1681
C 3.4856 -4.7070 1.9087
C 2.5372 -5.5093 2.7362
C 1.2895 -4.7779 2.8908
O 1.4871 -3.4461 3.2995
C 0.3219 -2.6218 3.2553
N 2.1974 -6.7997 2.1192
H 4.5214 -5.0869 1.9897
H 3.5084 -3.6671 2.2336
H 3.1734 -4.7885 0.8337
H 2.9778 -5.7636 3.7371
H 0.5388 -5.2497 3.5195
H 0.7784 -4.8277 1.9109
H -0.2454 -2.8403 2.3174
H 0.5729 -1.5963 3.3509
H -0.3421 -2.9096 4.0898
H 3.0739 -7.3090 2.1367
H 1.9981 -6.5961 1.1312
C -0.3035 0.8393 -1.8233
C -1.1358 -0.2761 -1.1527
C -0.2755 -1.0054 -0.1872
O 0.7045 -1.7266 -0.9643
C 1.7894 -2.0832 -0.1094
N -2.3846 0.2070 -0.5309
H 0.0313 1.5336 -0.9995
H -0.9709 1.4312 -2.4896
H 0.6029 0.4528 -2.3222
H -1.3885 -1.0189 -1.9707
H -0.7224 -1.7346 0.4771
H 0.2237 -0.2579 0.3965
H 1.4708 -2.8133 0.6981
H 2.1607 -1.2017 0.3362
H 2.5134 -2.5842 -0.7616
H -2.2668 0.4608 0.4701
H -2.6970 1.0603 -0.9890
C -5.0526 2.1167 0.4214
C -5.8000 3.0419 -0.5578
C -4.8603 3.3404 -1.7030
O -3.9647 4.3927 -1.3060
C -3.0553 4.7143 -2.3443
N -6.9830 2.4029 -1.1320
H -5.6946 1.7796 1.2713
H -4.2349 2.5697 0.9206
H -4.6549 1.1933 -0.0326
H -6.1618 3.9570 -0.0883
H -5.5980 3.6450 -2.4112
H -4.3738 2.3766 -1.9486
H -2.5282 3.8002 -2.6370
H -2.3174 5.4418 -1.9602
H -3.5668 5.1924 -3.2316
H -6.8540 1.5011 -1.6054
H -7.7360 2.3646 -0.4539

23
Properties=species:S:1:pos:R:3 method="wB97M-V/def2-TZVPD" charge=0 lumo_energy_ev=0.7313
C -1.1780 1.3596 0.8871
C -0.5686 0.4887 -0.1917
C 0.1005 1.4122 -1.3095
N -1.5078 -0.3922 -0.8878
C 0.5841 -0.4564 0.3558
C 1.1322 -1.3503 -0.8929
C 0.1951 -1.4385 1.4926
C 1.7100 0.4222 0.7112
N 2.6915 0.9783 0.9061
H -1.4170 0.8441 1.7937
H -2.0230 1.8880 0.4883
H -0.4218 2.1250 1.0730
H 0.5457 0.7402 -1.9477
H -0.7334 1.9151 -1.6579
H 0.8848 2.1909 -0.9925
H -2.2783 0.0988 -1.3152
H -1.8923 -1.0918 -0.2713
H 0.2163 -1.6608 -1.4344
H 1.8567 -0.7614 -1.5382
H 1.8227 -2.1521 -0.4260
H -0.5999 -2.2248 1.1476
H -0.2534 -0.9493 2.3499
H 1.1338 -1.9853 1.6600

14
Properties=species:S:1:pos:R:3 method="wB97M-V/def2-TZVPD" charge=+1 lumo_energy_ev=-3.5776
C 0.2715 -1.1209 1.6330
C 0.1983 0.2930 1.4667
N -0.5499 0.8505 0.2834
H 0.7392 -1.2832 2.6348
H -0.6654 -1.7536 1.6334
H 0.9801 -1.6649 0.9270
H -0.3837 0.9401 2.2751
H 1.1710 0.8398 1.4571
H -0.5054 0.3964 -0.6833
H -0.1240 1.7680 0.0687
H -1.5033 0.8484 0.5539
H 0.7650 -0.6794 -3.3026
H -0.6819 -0.4392 -3.1997
O 0.1549 0.0051 -2.8683

One value per record, in order, for ΔE to the lowest compared entry with this formula, charge and spin: 54.1; 83.9; 358.8; 394.7; 102.9; 108.2 kJ/mol.
One value per record, in order, for calculated total energy: -9439.9721; -10887.2915; -27483.5465; -117950.0175; -10465.3004; -5766.5605 eV.